## one
10
Properties=species:S:1:pos:R:3 method="wB97M-V/def2-TZVPD" smiles="O=C=CC=O.S" homo_energy_ev=-9.91 e_lumo_ev=0.013 homo_lumo_gap_ev=9.93
C -2.435 1.538 0.322
C -1.477 -0.244 -1.161
C -2.031 1.011 -0.881
O -1.498 -0.825 -2.210
O -2.895 2.009 1.250
S 1.728 -0.878 1.693
H -2.477 1.683 -1.738
H -1.085 -0.687 -0.184
H 1.061 -0.723 0.530
H 2.233 -2.106 1.327

***

## two
10
Properties=species:S:1:pos:R:3 method="wB97M-V/def2-TZVPD" smiles="COC(=S)C=O" homo_energy_ev=-9.37 e_lumo_ev=-0.930 homo_lumo_gap_ev=8.44
C 1.096 1.690 -1.196
C -0.134 0.146 0.027
C -0.323 -0.202 1.548
H 1.330 2.799 -1.522
H 1.918 1.014 -1.632
H 0.129 1.485 -1.901
H -0.569 0.873 2.167
O 0.654 1.327 0.157
O -0.502 -1.274 2.011
S -0.491 -1.025 -1.045

***

## three
10
Properties=species:S:1:pos:R:3 method="wB97M-V/def2-TZVPD" homo_energy_ev="-9.28 / -9.27" e_lumo_ev="-2.738 / -3.069" homo_lumo_gap_ev="6.55 / 6.20"
C -0.156 0.768 -0.248
C 1.125 1.043 -0.038
C -0.706 -0.722 -0.332
O 0.319 -1.423 -0.559
O -1.397 -1.190 0.797
S 2.389 -0.070 0.252
H -0.745 1.509 -0.578
H 1.480 2.048 0.224
H -1.492 -0.772 -1.113
H -0.818 -1.191 1.594

***

## four
10
Properties=species:S:1:pos:R:3 method="wB97M-V/def2-TZVPD" smiles="O=C1OCCS1" homo_energy_ev=-8.81 e_lumo_ev=0.607 homo_lumo_gap_ev=9.42
C -1.677 0.453 0.062
C 0.612 0.640 -0.247
C 0.716 -0.906 0.268
O -2.853 0.511 0.116
O -0.646 1.118 0.066
S -0.889 -1.597 -0.017
H 1.208 1.309 0.396
H 0.899 0.842 -1.380
H 1.387 -1.422 -0.490
H 1.244 -0.947 1.226

***

The data favor four; the next most stable structure lies 22.4 kJ/mol above it.

***

## one
26
Properties=species:S:1:pos:R:3 method="wB97M-V/def2-TZVPD" homo_energy_ev="-12.04 / -12.11" e_lumo_ev="-3.733 / -4.778" homo_lumo_gap_ev="8.31 / 7.34" charge=+1
C -2.107 -0.232 -1.255
C -1.579 -2.350 -1.224
C -0.543 -3.553 0.364
C -0.227 -0.754 0.166
C 1.820 0.425 0.897
C -0.662 1.472 0.870
C 0.760 1.212 -1.188
C 0.394 0.550 0.172
N -2.493 -2.241 -2.142
N -2.784 -0.906 -2.141
N -1.339 -1.028 -0.538
O -0.963 -3.458 -0.885
H -2.192 0.744 -1.139
H 0.096 -4.417 0.636
H -1.189 -3.131 1.164
H 0.280 -1.591 0.640
H 2.390 1.245 1.018
H 2.510 -0.306 0.410
H 1.611 0.002 1.831
H -1.191 2.209 0.238
H -1.347 0.915 1.320
H -0.157 1.960 1.635
H 0.896 2.244 -0.849
H -0.073 1.412 -1.826
H 1.587 0.887 -1.749
H -3.375 -0.717 -2.929

***

## two
26
Properties=species:S:1:pos:R:3 method="wB97M-V/def2-TZVPD" homo_energy_ev=-11.77 e_lumo_ev=-3.441 homo_lumo_gap_ev=8.33 charge=+1
C 1.837 -0.219 -1.198
C 1.280 0.371 -0.094
C 3.438 0.045 0.393
C -1.062 0.503 1.035
C -2.392 1.312 -0.839
C -1.669 -1.059 -0.875
C -3.242 -0.352 0.967
C -1.997 0.112 0.043
N 3.207 -0.353 -0.904
N 2.278 0.557 0.771
N 4.552 -0.085 1.211
O -0.760 1.023 2.033
H 1.411 -0.281 -2.165
H -2.678 2.118 -0.279
H -1.597 1.491 -1.632
H -3.101 0.928 -1.583
H -1.516 -1.958 -0.375
H -0.732 -0.839 -1.265
H -2.463 -1.265 -1.549
H -3.088 -1.269 1.479
H -3.704 0.310 1.607
H -3.999 -0.481 0.154
H 3.957 -0.666 -1.534
H 2.227 0.940 1.698
H 5.306 -0.452 0.733
H 4.504 -0.432 2.169

***

The data favor two; the next most stable structure lies 295.1 kJ/mol above it.

***

## one
14
Properties=species:S:1:pos:R:3 method="wB97M-V/def2-TZVPD" smiles=ClCCN1CC1 homo_energy_ev=-9.40 e_lumo_ev=1.127 homo_lumo_gap_ev=10.53
C 0.897 0.553 -0.208
C -0.078 -0.432 0.196
C -2.547 -0.687 -0.026
C -2.306 0.797 0.281
H 0.882 1.552 0.243
H 0.689 0.697 -1.235
H 0.197 -1.385 -0.257
H -0.235 -0.520 1.270
H -3.247 -0.888 -0.826
H -2.643 -1.438 0.800
H -2.868 1.522 -0.302
H -2.006 1.115 1.283
N -1.333 -0.025 -0.480
Cl 2.516 -0.109 0.055

***

## two
14
Properties=species:S:1:pos:R:3 method="wB97M-V/def2-TZVPD" smiles="[H]/N=C/C(C)(C)Cl" homo_energy_ev=-9.95 e_lumo_ev=0.976 homo_lumo_gap_ev=10.92
C -0.708 -1.347 0.390
C 1.303 0.026 0.024
C -1.196 1.043 0.105
C -0.066 -0.112 0.704
N -0.972 -1.634 -0.805
Cl -0.046 0.139 2.544
H -0.915 -2.049 1.165
H 1.556 1.170 0.123
H 0.913 -0.205 -0.918
H 2.054 -0.721 0.188
H -1.979 1.042 0.815
H -0.637 1.967 0.105
H -1.520 0.565 -0.792
H -1.524 -2.438 -1.055

***

## three
14
Properties=species:S:1:pos:R:3 method="wB97M-V/def2-TZVPD" homo_energy_ev=-8.98 e_lumo_ev=0.933 homo_lumo_gap_ev=9.91
C -0.867 1.581 0.053
C -0.434 0.150 -0.057
C 1.062 -0.067 -0.139
C -1.245 -0.901 -0.102
H -1.927 1.686 -0.060
H -0.379 2.203 -0.747
H -0.555 1.988 1.032
H 1.516 0.591 0.570
H 1.410 0.295 -1.136
H 1.351 -1.764 1.016
H 2.448 -1.588 -0.212
H -0.849 -1.919 -0.209
N 1.452 -1.461 0.015
Cl -2.983 -0.796 -0.024

***

The data favor three; the next most stable structure lies 95.7 kJ/mol above it.

***

## one
14
Properties=species:S:1:pos:R:3 method="wB97M-V/def2-TZVPD" smiles="CC/C(C)=N/Cl" homo_energy_ev=-9.51 e_lumo_ev=0.591 homo_lumo_gap_ev=10.11
Cl 0.646 -0.088 -3.281
N 0.684 -0.498 -1.476
C -0.182 -0.242 -0.574
C -1.339 0.661 -0.924
C 1.212 0.064 1.430
C 0.069 -0.802 0.775
H -0.978 1.420 -1.605
H -2.225 0.077 -1.258
H -1.756 1.141 -0.028
H 2.002 0.506 0.761
H 0.747 0.974 1.893
H 1.727 -0.511 2.174
H -0.872 -0.805 1.418
H 0.265 -1.899 0.694

***

## two
14
Properties=species:S:1:pos:R:3 method="wB97M-V/def2-TZVPD" smiles="C=C(Cl)CNC" homo_energy_ev=-9.21 e_lumo_ev=0.999 homo_lumo_gap_ev=10.21
C -1.683 -0.089 0.571
C 0.440 -0.864 -0.291
C 1.442 0.204 -0.152
C 1.209 1.486 -0.231
H -1.862 -0.938 1.235
H -2.648 0.278 0.178
H -1.181 0.696 1.157
H -1.492 -1.034 -1.117
H 0.509 -1.371 0.653
H 0.919 -1.578 -1.082
H 2.061 2.232 -0.164
H 0.179 1.867 -0.315
N -0.891 -0.418 -0.597
Cl 2.997 -0.469 0.155

***

The data favor two; the next most stable structure lies 65.8 kJ/mol above it.

***

## one
17
Properties=species:S:1:pos:R:3 method="wB97M-V/def2-TZVPD" smiles="NC[C@@]12CC=C[C@@H]1S2" homo_energy_ev=-8.33 e_lumo_ev=0.490 homo_lumo_gap_ev=8.82
C 1.615 -0.266 -0.583
C 0.189 0.210 -0.249
C -0.953 -0.765 -0.896
C -2.170 -0.251 -0.290
C -1.902 0.339 0.952
C -0.543 0.967 0.771
H 2.485 -0.347 1.648
H 2.874 1.282 0.624
H 1.679 -1.582 -0.767
H 1.764 0.136 -1.809
H -0.790 -0.797 -2.171
H -0.949 -1.894 -0.520
H -3.199 -0.822 -0.223
H -2.344 0.648 2.076
H 0.018 1.125 1.739
N 2.494 0.134 0.499
S -0.268 1.884 -0.799

***

## two
17
Properties=species:S:1:pos:R:3 method="wB97M-V/def2-TZVPD" smiles="C[C@]12C=C[C@H](N1)[C@H]2S" homo_energy_ev=-8.81 e_lumo_ev=0.781 homo_lumo_gap_ev=9.59
C -1.986 -0.448 0.138
C -0.532 -0.171 0.312
C 1.218 1.050 0.196
C 1.640 -0.166 0.968
C 0.521 -0.898 1.118
C 0.470 0.221 -0.913
H -2.108 -1.666 0.307
H -2.468 0.029 -0.919
H -2.479 0.270 1.138
H -0.558 1.992 0.209
H 1.723 1.975 -0.052
H 2.575 -0.268 1.607
H 0.201 -1.819 1.672
H -0.281 0.732 -1.650
H 1.064 -0.748 -3.111
N -0.152 1.196 0.857
S 1.152 -1.280 -1.878

***

The data favor two; the next most stable structure lies 195.6 kJ/mol above it.